A 2-piece molecular cluster, C2H4O4 overall, computed with ωB97M-V/def2-TZVPD.

Values from the calculation:
molecular weight: 92.05 g/mol
ΔE to the lowest compared entry with this formula, charge and spin: 21.2 kcal/mol
HOMO: -10.7 eV
lowest unoccupied orbital energy: 0.017 Ha
total energy: -379.5647 a.u.

Bonds (Å) are listed after each position.
Positions of all 10 atoms, in Å:
1 O -2.393 -1.548 0.531  C2 1.193
2 C -2.009 -1.869 1.613  O1 1.193, O3 1.341, H4 1.102
3 O -2.843 -1.963 2.658  C2 1.341, H5 0.971
4 H -0.939 -2.065 1.794  C2 1.102
5 H -2.370 -2.354 3.410  O3 0.971
6 O 2.306 3.230 -1.684  C7 1.209
7 C 1.847 2.114 -1.749  O6 1.209, O8 1.319, H9 1.081
8 O 2.325 1.111 -2.460  C7 1.319, H10 0.972
9 H 0.861 2.043 -1.312  C7 1.081
10 H 3.214 1.301 -2.803  O8 0.972

Atomic partial charges in e from the natural (NBO) method, atoms 1 to 6: atom 1 (O): -0.55, atom 2 (C): 0.63, atom 3 (O): -0.67, atom 4 (H): 0.10, atom 5 (H): 0.48, atom 6 (O): -0.59